(1)
Formula: C7H13N4O
Source: the OMol25 dataset
Level of theory: wB97M-V/def2-TZVPD

Geometry (Å):
C: -2.79 -1.17 -0.47
C: -1.30 0.36 0.15
C: 2.38 0.69 0.30
C: 1.66 -0.47 -0.23
C: 2.00 1.41 1.64
C: 1.37 -0.66 -1.79
C: 0.56 -1.22 0.67
N: -1.67 -1.72 -0.05
N: -2.58 0.17 -0.31
N: -0.77 -0.82 0.30
N: -3.58 1.14 -0.32
O: 2.94 -0.61 0.30
H: -3.66 -1.78 -0.67
H: -0.79 1.23 0.45
H: 2.91 1.32 -0.46
H: 1.80 0.62 2.36
H: 1.07 1.82 1.55
H: 2.66 2.09 1.98
H: 0.37 -0.66 -2.01
H: 1.85 -1.71 -1.95
H: 1.86 0.16 -2.47
H: 0.70 -0.98 1.76
H: 0.56 -2.23 0.57
H: -4.25 0.93 -1.08
H: -3.29 2.06 -0.20

## Properties
SMILES: C[C@H]1O[C@@]1(C)C[n+]1cn(N)cn1
LUMO energy (eV): -3.51
Charge: +1
Kohn-Sham gap (eV): 10.21

(2)
Formula: C7H13N4O2S
Source: the OMol25 dataset
Level of theory: wB97M-V/def2-TZVPD

Geometry (Å):
C: -0.81 0.27 -1.35
C: 0.24 -1.71 -0.45
C: 0.10 0.67 1.71
C: 0.36 -0.72 -1.60
C: -0.89 -0.15 0.90
C: 1.24 2.81 1.66
C: 1.21 -0.14 -4.18
N: -1.39 0.48 -0.27
N: -0.24 -1.41 0.71
N: -1.91 -0.45 1.91
N: -1.46 -1.51 2.75
O: 0.49 0.32 2.78
O: 0.49 1.69 1.10
S: 0.26 -1.50 -3.23
H: -1.26 0.68 -2.23
H: 0.59 -2.69 -0.70
H: 1.28 -0.21 -1.42
H: 1.77 3.24 0.71
H: 1.97 2.40 2.44
H: 0.56 3.42 2.12
H: 1.16 -0.39 -5.25
H: 2.15 -0.10 -3.71
H: 0.67 0.81 -4.20
H: -2.89 -0.65 1.62
H: -0.79 -0.97 3.34
H: -0.76 -1.97 1.82
H: -2.17 -2.21 2.99

## Properties
LUMO energy (eV): -3.55
Charge: +1
Kohn-Sham gap (eV): 9.00

(3)
Formula: C7H13N4OS
Source: the OMol25 dataset
Level of theory: wB97M-V/def2-TZVPD

Geometry (Å):
C: -1.52 0.16 0.18
C: 2.24 1.44 0.02
C: 0.89 1.94 -0.46
C: 2.11 0.16 0.88
C: -0.11 1.20 -1.40
C: -1.78 -2.17 -0.03
C: -0.36 -2.51 0.00
N: 1.37 -0.96 0.55
N: -2.02 1.51 0.37
N: -0.64 -0.02 -0.79
N: -2.07 -0.93 0.63
O: -3.13 1.63 0.82
S: 0.70 -1.32 -0.89
H: 2.91 1.12 -0.76
H: 2.75 2.16 0.69
H: 0.27 2.29 0.39
H: 1.11 2.98 -1.01
H: 3.22 -0.25 1.16
H: 1.85 0.37 1.95
H: -0.95 1.86 -1.67
H: 0.43 1.03 -2.35
H: -2.24 -2.01 -0.99
H: -2.45 -2.93 0.52
H: 0.10 -2.27 0.96
H: -0.12 -3.61 -0.27
H: -2.58 -0.85 1.49

## Properties
<S²>: 2.013
LUMO energy (spin up / spin down) (eV): -3.70 / -6.13
Multiplicity: 3
Charge: +1
Kohn-Sham gap (spin up / spin down) (eV): 8.46 / 5.99